{
  "formula": "C25H29N3O6S",
  "method": "ωB97M-V/def2-TZVPD",
  "smiles": "CC[C@H](C(=O)NCc1ccco1)N(C(=O)CNS(=O)(=O)c1ccc(C)cc1)c1ccccc1OC",
  "relative_energy_kcal_mol": 38.5,
  "total_energy_ha": -1983.95755,
  "homo_energy_ev": -8.6817,
  "lumo_ev": 0.6,
  "elements": ["O", "C", "O", "H", "C", "C", "H", "C", "H", "N", "H", "N", "H", "C", "C", "C", "C", "O", "H", "H", "H", "H", "C", "H", "H", "H", "N", "H", "H", "H", "H", "H", "C", "H", "H", "H", "C", "H", "C", "C", "O", "C", "H", "C", "C", "C", "H", "H", "C", "O", "C", "O", "H", "H", "C", "H", "C", "S", "C", "H", "H", "C", "C", "C"],
  "coordinates": [[2.2281, -0.4076, 2.5453], [3.4781, -2.1863, -0.3600], [2.1248, -0.2275, -3.4122], [-4.6062, 1.0410, -0.0886], [0.1980, -2.3192, 1.4132], [2.4433, -0.3141, 3.9381], [4.5805, -1.5438, 3.2682], [-3.6500, 1.4887, -3.7952], [2.8079, 2.3468, 0.2745], [-1.1565, -2.6220, 1.7867], [5.2818, -3.3187, -0.5445], [0.0012, -0.4545, -2.6685], [-2.6566, 0.5109, -2.0536], [1.7548, 2.1719, 0.4869], [2.6691, -1.4290, 0.4725], [-2.2816, -0.0868, 2.0658], [5.0437, -2.4943, 1.4181], [-3.0347, -2.2283, 3.3720], [0.6719, -1.9752, 2.3321], [-4.4783, 2.0154, -3.3675], [2.8010, 0.3267, -1.1149], [3.1708, -2.3414, -1.3833], [4.2538, -1.7276, 2.2574], [1.6784, 1.5284, 1.3588], [1.1485, 2.1841, -1.5795], [-2.8170, 4.2747, 0.2022], [1.4816, -0.8502, -0.0632], [2.5811, -1.3004, 4.3869], [0.0914, -0.4040, -4.7332], [-2.8305, 3.2460, -1.2301], [-0.9244, -1.7031, -4.0706], [0.0097, 1.3791, -0.4926], [-2.9254, 2.1725, 0.6061], [-0.5900, -0.4661, -1.8405], [-1.1854, 3.0406, 1.5001], [-4.0258, -0.9785, 1.2424], [-1.8076, 2.1604, 1.4333], [1.2905, 3.1272, 0.7178], [-3.4123, -0.0919, 1.2737], [3.0604, -1.1810, 1.7989], [-0.8008, -1.3058, 3.8814], [1.3071, -0.2083, -2.5140], [0.7024, -3.2261, 1.0618], [-0.6318, -0.6498, -3.9500], [-2.6930, 0.7002, -3.1077], [-3.2450, 3.3735, -0.2294], [-1.7799, -2.7340, 0.9997], [5.9680, -2.9050, 1.7944], [-3.3040, 1.4363, -5.1082], [-0.7869, -0.8037, -0.1265], [4.6625, -2.7264, 0.1096], [-2.2054, 0.6792, -5.2777], [3.3041, 0.3226, 4.1643], [-0.6081, 0.9957, 2.7961], [-1.4796, 1.0303, 2.1619], [-3.7377, 1.8737, -5.9850], [1.0672, 1.5277, -0.7102], [-1.8346, -1.5886, 2.9240], [-3.7297, 1.0379, 0.5430], [-4.3202, 3.5029, -0.3265], [1.5344, 0.1261, 4.3447], [1.7155, 0.1858, -1.0787], [-1.8362, 0.2311, -4.0611], [0.2636, -1.2387, 0.3411]],
  "lowdin_charge": [-0.121, 0.006, 0.066, 0.117, -0.124, -0.061, 0.108, -0.067, 0.081, -0.101, 0.105, 0.094, 0.092, -0.074, -0.155, -0.289, -0.073, -0.281, 0.104, 0.098, 0.157, 0.127, -0.005, 0.055, 0.128, 0.079, 0.074, 0.103, 0.133, 0.077, 0.136, 0.089, -0.266, 0.090, 0.112, 0.119, -0.035, 0.069, -0.055, -0.212, -0.290, -0.454, 0.147, -0.076, -0.023, -0.038, 0.113, 0.107, -0.122, 0.029, -0.074, 0.056, 0.101, 0.110, -0.051, 0.118, -0.172, 0.667, -0.037, 0.082, 0.089, -0.163, -0.250, -0.368]
}